# 1
{"formula": "C7H17NS", "method": "ωB97M-V with the def2-TZVPD basis set", "e_homo_ev": -7.7, "e_lumo_ev": 0.7, "energy_ha": -729.58565, "gap_ev": 8.4, "smiles": "C=[S@](C)(=CC)NC(C)C", "elements": ["C", "S", "C", "C", "C", "N", "C", "C", "C", "H", "H", "H", "H", "H", "H", "H", "H", "H", "H", "H", "H", "H", "H", "H", "H", "H"], "xyz": [[2.357, -1.791, -0.885], [0.757, -1.144, 0.315], [1.206, -1.036, 2.058], [-0.619, -1.999, 0.140], [-1.861, -1.729, 0.937], [0.676, 0.723, -0.051], [-0.551, 1.067, -0.715], [-0.440, 1.430, -2.217], [-1.199, 2.259, 0.157], [2.498, -2.808, -0.488], [1.855, -1.907, -1.876], [2.145, -1.704, 2.245], [1.240, 0.000, 2.308], [0.354, -1.375, 2.681], [-0.733, -2.279, -0.830], [-2.148, -0.670, 0.983], [-1.553, -2.086, 1.920], [-2.646, -2.439, 0.824], [1.502, 0.825, -0.653], [-1.181, 0.153, -0.595], [-0.043, 0.692, -2.804], [-1.402, 1.632, -2.624], [0.172, 2.308, -2.421], [-0.398, 2.966, 0.189], [-1.469, 2.062, 1.124], [-1.960, 2.755, -0.339]], "atomic_forces_ev_per_a": [[-0.83, 1.04, 0.86], [1.25, -0.24, -1.84], [0.33, -1.74, 0.42], [-0.11, 1.22, 1.73], [1.47, -0.07, 1.72], [1.42, -1.61, 0.28], [-1.58, 0.47, 0.81], [-0.38, 1.67, 2.08], [2.71, -1.06, -2.99], [-0.35, 0.08, 0.20], [-0.26, 0.21, 0.67], [-1.70, 1.58, -0.36], [0.97, 0.72, -0.04], [0.44, -0.40, -0.64], [-0.03, -1.05, -2.75], [-0.44, -0.50, 0.05], [-0.18, 0.72, 0.80], [-0.87, -0.16, -1.13], [-0.25, -0.02, 0.19], [0.03, 0.69, -0.57], [1.15, -2.35, -1.21], [-0.97, 0.26, -0.18], [0.08, 0.24, 0.39], [0.60, 0.69, 0.26], [-0.63, -1.10, 2.35], [-1.88, 0.70, -1.11]]}

***

# 2
{"formula": "C7H17O3P", "method": "ωB97M-V with the def2-TZVPD basis set", "e_homo_ev": -9.2, "e_lumo_ev": 0.7, "energy_ha": -843.92916, "gap_ev": 9.8, "smiles": "CC(=O)OCCCC[PH2](C)O", "elements": ["C", "C", "O", "O", "C", "C", "C", "C", "P", "C", "O", "H", "H", "H", "H", "H", "H", "H", "H", "H", "H", "H", "H", "H", "H", "H", "H", "H"], "xyz": [[-0.391, 3.063, -2.486], [-1.159, 1.849, -2.904], [-0.912, 1.283, -3.874], [-2.182, 1.412, -2.112], [-1.775, 0.974, -0.811], [-1.859, -0.536, -0.667], [-1.056, -0.925, 0.578], [0.391, -1.264, 0.304], [1.268, -1.715, 1.975], [2.813, -0.774, 1.555], [1.912, -2.174, 3.527], [-0.117, 3.013, -1.440], [-0.945, 3.980, -2.627], [0.518, 3.079, -3.063], [-0.752, 1.240, -0.584], [-2.423, 1.437, -0.083], [-2.898, -0.783, -0.490], [-1.514, -1.024, -1.565], [-1.532, -1.768, 1.073], [-1.110, -0.100, 1.282], [0.485, -2.126, -0.339], [0.938, -0.419, -0.083], [1.281, -3.071, 1.597], [0.161, -1.185, 2.686], [2.660, 0.295, 1.595], [3.596, -1.118, 2.204], [3.060, -1.029, 0.533], [1.541, -1.615, 4.220]], "atomic_forces_ev_per_a": [[0.23, 0.01, 0.59], [-0.71, 1.70, 3.09], [0.88, -2.31, -4.32], [-0.01, 0.24, 0.58], [-0.19, -0.50, -0.24], [-0.34, 0.48, 0.72], [-0.08, -0.41, -0.67], [0.18, 0.09, 1.51], [0.45, 0.20, -0.25], [-0.64, -0.84, -0.22], [-0.25, -0.05, -0.07], [-0.01, 0.09, 0.30], [-0.29, 0.14, -0.14], [0.20, 0.16, -0.26], [0.37, 0.45, -0.12], [-0.18, 0.28, 0.28], [-0.32, -0.26, -0.29], [0.14, -0.21, -0.27], [-0.10, -0.19, 0.11], [-0.01, 0.24, 0.34], [0.06, -0.17, -0.47], [0.05, 0.31, -0.55], [0.14, 0.03, 0.27], [0.01, 0.18, -0.09], [-0.09, 0.27, 0.21], [0.31, 0.18, 0.32], [0.08, 0.00, -0.32], [0.09, -0.14, -0.02]]}

***

# 3
{"formula": "C7H18AlBr3O7S2", "method": "ωB97M-V with the def2-TZVPD basis set", "e_homo_ev": -16.5, "e_lumo_ev": -13.3, "energy_ha": -9564.11614, "gap_ev": 3.2, "total_charge": 2, "elements": ["Al", "O", "H", "O", "S", "O", "O", "C", "C", "C", "H", "H", "H", "H", "H", "H", "H", "H", "O", "S", "O", "O", "C", "C", "C", "H", "H", "H", "H", "H", "H", "H", "H", "C", "Br", "Br", "Br", "H"], "xyz": [[0.435, 0.224, 4.005], [2.381, 0.720, 1.921], [2.943, 0.703, 1.120], [0.602, -1.869, 1.724], [1.570, -2.832, 1.182], [2.552, -3.381, 2.073], [0.706, -4.097, 0.625], [-0.275, -3.877, -0.390], [-1.139, -5.074, -0.639], [2.416, -2.160, -0.357], [0.320, -3.637, -1.279], [-0.885, -2.996, -0.173], [-1.527, -5.549, 0.261], [-0.792, -5.832, -1.339], [-2.053, -4.729, -1.132], [1.648, -2.186, -1.126], [3.239, -2.840, -0.566], [2.822, -1.162, -0.219], [-0.388, 3.118, -0.166], [-0.818, 1.830, 0.334], [-0.673, 1.604, 1.758], [-2.303, 1.522, -0.159], [-3.259, 2.543, -0.005], [-3.533, 3.333, -1.286], [0.114, 0.551, -0.504], [-3.051, 3.179, 0.858], [-4.242, 2.113, 0.214], [-4.320, 2.902, -1.897], [-2.534, 3.466, -1.707], [-3.868, 4.337, -1.021], [-0.204, -0.390, -0.058], [1.166, 0.801, -0.458], [-0.353, 0.615, -1.489], [2.545, 3.739, 0.021], [2.969, 5.557, 0.684], [4.018, 2.573, 0.618], [2.147, 3.757, -1.933], [1.622, 3.428, 0.503]], "atomic_forces_ev_per_a": [[-0.15, -0.12, -0.71], [1.09, 1.89, -0.45], [-0.26, -1.46, -0.40], [0.73, 0.35, -0.48], [0.19, -1.46, -0.21], [-0.81, 0.69, -0.84], [1.46, 1.21, 1.36], [0.18, 0.68, -1.32], [-1.29, -0.44, -0.23], [-0.84, -0.81, 1.09], [-0.44, -0.13, -0.25], [0.04, -0.13, 0.38], [0.41, 0.03, 0.17], [0.69, 0.05, 0.35], [0.06, 0.30, 0.01], [0.22, 0.17, -0.18], [-0.17, -0.17, -0.01], [-0.26, 0.00, 0.32], [-0.28, -0.53, 0.45], [0.14, 0.02, -0.23], [-0.19, -0.01, 0.24], [2.30, -1.16, 0.29], [-3.04, 1.73, 0.18], [1.18, 0.54, 0.91], [-2.27, 0.46, -0.22], [0.42, 0.00, -0.18], [0.55, -0.75, 0.44], [0.49, -0.29, -0.33], [-0.43, 0.03, -0.92], [-0.05, -0.04, 0.12], [0.48, -0.06, 0.15], [-0.06, -0.05, -0.07], [0.73, -0.17, -0.35], [-0.46, 1.83, -1.18], [0.02, -1.26, -0.42], [-1.25, -0.29, 0.79], [0.83, -0.32, 1.56], [0.04, -0.31, 0.16]]}

***

# 4
{"formula": "C7H18AuI2NO3P2", "method": "ωB97M-V with the def2-TZVPD basis set", "e_homo_ev": [-16.1, -16.1], "e_lumo_ev": [-10.0, -10.4], "s_squared": 2.026, "energy_ha": -1970.86692, "gap_ev": [6.1, 5.7], "multiplicity": 3, "total_charge": 2, "elements": ["I", "I", "Au", "P", "C", "C", "H", "H", "H", "H", "H", "H", "C", "H", "H", "H", "P", "C", "C", "H", "H", "H", "C", "H", "H", "H", "H", "H", "H", "C", "O", "O", "N", "O"], "xyz": [[1.070, -0.167, 2.517], [-1.161, -0.102, -2.529], [0.078, 0.038, 0.014], [-1.931, 1.137, 0.899], [-3.231, -0.008, 1.471], [-1.569, 2.210, 2.286], [-2.449, 2.837, 2.485], [-3.479, 2.845, 0.239], [-0.713, 2.838, 2.030], [-1.994, 2.859, -0.769], [-2.819, -0.651, 2.261], [-1.320, 1.619, 3.171], [-2.750, 2.223, -0.298], [-4.077, 0.550, 1.864], [-3.255, 1.644, -1.079], [-3.571, -0.639, 0.655], [2.088, -0.691, -0.929], [2.293, -2.502, -1.016], [2.394, -0.099, -2.620], [3.418, 0.973, 0.172], [4.444, -0.263, -0.630], [3.634, -0.617, 0.935], [3.545, -0.096, -0.023], [2.189, 0.976, -2.652], [3.442, -0.288, -2.888], [3.269, -2.763, -1.448], [1.497, -2.929, -1.636], [1.728, -0.603, -3.327], [2.220, -2.921, -0.006], [-0.642, -1.781, 0.293], [-1.038, -2.772, 0.451], [-3.321, -2.434, -0.414], [-2.691, -1.601, -1.051], [-1.963, -0.587, -0.308]], "atomic_forces_ev_per_a": [[-0.25, 0.29, -0.28], [1.31, 1.25, -1.45], [3.84, 3.27, 0.66], [-1.51, 1.01, 1.45], [-0.34, 0.23, 1.07], [0.17, 0.29, 0.20], [0.20, -0.12, 0.01], [0.20, -0.20, -0.04], [-0.10, 0.11, 0.15], [-0.26, 0.08, 0.05], [-0.19, 0.13, -0.07], [-0.09, 0.14, -0.11], [0.44, -0.12, -0.49], [0.00, 0.24, 0.37], [0.07, 0.18, 0.24], [-0.56, 0.61, 0.99], [2.37, -0.96, -0.91], [-0.45, 0.11, 0.17], [-0.46, 0.22, 0.05], [0.20, -0.09, -0.01], [-0.27, 0.00, 0.09], [0.05, 0.10, -0.21], [-0.27, 0.15, 0.25], [0.16, -0.09, -0.13], [-0.27, 0.01, 0.14], [-0.25, 0.22, 0.11], [0.17, 0.00, 0.06], [0.20, 0.05, 0.08], [0.07, 0.00, -0.15], [2.52, 3.38, 0.04], [-1.73, -6.71, 1.38], [3.19, 4.23, -2.33], [-4.89, -4.46, 1.35], [-3.27, -3.52, -2.74]]}

***

# 5
{"formula": "C7H18Br2N4OPtS", "method": "ωB97M-V with the def2-TZVPD basis set", "e_homo_ev": [-14.0, -15.7], "e_lumo_ev": [-6.7, -9.1], "s_squared": 2.012, "energy_ha": -6236.68678, "gap_ev": [7.3, 6.6], "multiplicity": 3, "total_charge": 2, "elements": ["Pt", "Br", "C", "Br", "H", "H", "C", "N", "C", "C", "S", "N", "C", "C", "H", "H", "H", "H", "H", "H", "H", "H", "H", "H", "H", "H", "N", "C", "N", "O", "H", "H", "H", "H"], "xyz": [[-1.495, 1.381, -0.691], [-3.376, 1.808, -2.570], [-3.075, 3.819, -2.437], [-1.611, 3.895, -0.974], [-3.942, 4.308, -2.005], [-2.728, 4.219, -3.373], [0.998, -2.081, 1.491], [0.388, -0.715, 1.698], [-0.865, -0.666, 2.424], [0.843, 0.407, 1.097], [-0.054, 1.901, 0.892], [2.146, 0.509, 0.726], [2.596, 1.325, -0.401], [3.306, -0.087, 1.488], [0.174, -2.795, 1.755], [1.849, -2.277, 2.097], [1.227, -2.191, 0.396], [-0.845, -1.335, 3.280], [-1.768, -0.870, 1.759], [-0.912, 0.365, 2.842], [1.869, 1.132, -1.192], [3.640, 1.075, -0.659], [2.616, 2.373, -0.072], [3.036, -0.481, 2.484], [3.994, 0.741, 1.662], [3.838, -0.858, 0.897], [-2.576, -2.398, -1.592], [-1.589, -1.510, -1.365], [-0.330, -1.574, -1.894], [-1.865, -0.607, -0.480], [-2.393, -3.259, -2.068], [-3.429, -2.280, -1.098], [-0.141, -2.142, -2.702], [0.475, -1.132, -1.416]], "atomic_forces_ev_per_a": [[0.08, 1.08, 0.04], [-0.27, 1.58, -0.49], [0.59, -1.43, 1.57], [-1.27, 1.04, -1.69], [-0.02, -0.24, -0.08], [0.32, -0.07, -0.16], [-1.97, 0.48, -1.36], [0.81, 0.50, -0.86], [-1.25, 1.17, 0.13], [2.08, -1.24, 0.70], [0.11, -0.63, 0.63], [0.38, -1.59, 0.88], [-0.21, 0.60, 0.57], [-0.43, -0.26, 0.01], [0.91, 0.58, -0.29], [0.66, -0.03, 0.46], [0.04, -0.02, 1.15], [0.07, -0.16, -0.15], [1.26, 0.20, 0.91], [-0.49, -0.80, -0.19], [0.51, 0.51, -0.39], [-0.74, -0.23, -0.07], [-0.15, -0.07, -0.50], [-0.18, 0.22, -0.66], [0.00, 0.00, -0.05], [-0.45, 0.35, 0.28], [2.06, 0.55, -0.78], [-0.04, 0.41, 1.68], [-0.71, 0.02, 0.31], [0.13, -1.93, -1.08], [-0.09, -0.33, -0.22], [-0.59, 0.15, 0.28], [0.10, -0.16, 0.03], [-1.25, -0.26, -0.59]]}

***

# 6
{"formula": "C7H18ClINdOPS", "method": "ωB97M-V with the def2-TZVPD basis set", "e_homo_ev": [-16.1, -16.6], "e_lumo_ev": [-10.9, -10.0], "s_squared": 4.119, "energy_ha": -2410.97501, "gap_ev": [5.2, 6.6], "multiplicity": 4, "total_charge": 2, "elements": ["C", "I", "H", "H", "H", "Nd", "P", "C", "C", "H", "H", "H", "C", "H", "H", "H", "H", "H", "H", "C", "O", "Cl", "C", "S", "C", "H", "H", "H", "H", "H", "H"], "xyz": [[-0.884, 1.606, 0.013], [0.452, -2.480, 1.196], [-0.067, 1.677, -0.791], [-0.722, 2.432, 0.725], [-1.805, 1.846, -0.544], [1.481, 0.019, -0.136], [-0.906, -0.983, -1.695], [-2.489, -1.679, -1.128], [-1.541, -0.022, -3.127], [0.816, -2.194, -2.919], [-0.841, -2.663, -3.432], [-0.158, -3.291, -1.879], [-0.198, -2.437, -2.568], [-0.712, 0.504, -3.617], [-2.000, -0.719, -3.845], [-3.005, -2.122, -1.992], [-3.113, -0.886, -0.698], [-2.296, 0.703, -2.795], [-2.289, -2.443, -0.370], [-1.066, 0.310, 0.746], [-1.783, 0.075, 1.670], [2.376, 0.481, -2.479], [3.304, 2.248, 2.903], [1.799, 1.497, 2.261], [1.294, 0.477, 3.656], [3.866, 2.642, 2.051], [3.885, 1.484, 3.428], [3.023, 3.061, 3.578], [1.098, -0.549, 3.317], [2.102, 0.494, 4.394], [0.380, 0.911, 4.076]], "atomic_forces_ev_per_a": [[1.07, 1.43, -1.06], [0.13, 0.25, 0.00], [-1.17, -0.16, 0.86], [-0.10, -0.42, 0.04], [0.09, -0.44, 0.19], [1.35, -0.73, -1.27], [-1.07, -0.79, -1.48], [0.06, 0.05, 0.47], [0.44, 0.59, 0.16], [-0.30, -0.21, -0.01], [0.18, 0.06, 0.33], [0.02, 0.19, -0.31], [0.61, 0.04, 0.35], [-0.27, -0.06, 0.01], [0.11, 0.19, 0.31], [0.16, 0.10, 0.29], [-0.05, -0.27, -0.08], [0.18, -0.14, -0.18], [-0.27, 0.08, -0.12], [-3.12, -0.35, 3.63], [2.38, 0.44, -3.46], [-0.46, -0.11, 0.93], [0.39, 0.36, -0.09], [0.07, 0.12, 0.09], [-0.62, -0.31, 0.32], [-0.02, 0.00, 0.25], [-0.08, 0.18, -0.20], [0.09, -0.19, -0.16], [0.14, 0.36, 0.29], [-0.24, -0.09, -0.16], [0.30, -0.18, 0.06]]}

***

# 7
{"formula": "C7H18ClIO2PPdS", "method": "ωB97M-V with the def2-TZVPD basis set", "e_homo_ev": [-19.1, -19.2], "e_lumo_ev": [-12.5, -14.9], "s_squared": 6.034, "energy_ha": -2051.81599, "gap_ev": [6.6, 4.3], "multiplicity": 5, "total_charge": 3, "elements": ["C", "I", "H", "H", "H", "Pd", "P", "C", "C", "H", "H", "H", "C", "H", "H", "H", "H", "H", "H", "C", "O", "Cl", "C", "S", "C", "O", "H", "H", "H", "H", "H", "H"], "xyz": [[2.803, -0.492, -1.481], [3.676, 1.706, -1.447], [2.553, -1.259, -2.200], [2.382, -0.843, -0.431], [3.846, -0.282, -1.480], [-0.679, 0.209, 0.696], [-0.050, 0.214, -1.904], [1.000, 0.730, -3.376], [-1.199, -1.050, -2.623], [-1.905, 1.681, -1.094], [-1.415, 2.156, -2.795], [-0.373, 2.511, -1.330], [-1.066, 1.783, -1.811], [-2.145, -1.023, -2.032], [-1.389, -0.901, -3.691], [0.338, 0.780, -4.291], [1.810, 0.005, -3.512], [-0.799, -2.069, -2.477], [1.488, 1.667, -3.134], [1.228, 1.233, 1.092], [1.562, 1.866, 2.016], [-3.055, -0.677, 0.204], [0.356, -0.359, 4.151], [-0.946, -0.118, 2.912], [-1.881, -1.593, 3.238], [-1.675, 1.071, 3.503], [0.794, -1.358, 4.022], [-0.066, -0.411, 5.171], [1.078, 0.462, 4.130], [-2.584, -1.430, 4.082], [-2.501, -1.797, 2.365], [-1.186, -2.415, 3.525]], "atomic_forces_ev_per_a": [[-0.38, -0.63, 3.74], [-1.03, -0.16, -0.28], [-0.17, 0.82, -1.05], [1.03, 1.52, -2.12], [1.99, -1.92, 0.28], [0.23, -0.45, -1.67], [-2.39, 0.97, -1.69], [-0.28, -0.91, 0.02], [0.05, -0.58, 0.64], [0.14, 0.03, -0.61], [0.19, -0.31, 0.52], [-0.48, -0.08, -0.58], [0.56, 0.04, 0.94], [0.56, 0.17, -0.48], [0.09, 0.14, 0.21], [0.67, 0.05, 1.09], [-0.48, 0.25, -0.59], [-0.09, 0.36, -0.14], [-0.32, 0.35, -0.27], [0.73, 2.71, 4.35], [-1.01, -2.56, -4.08], [1.04, 0.52, 0.12], [0.41, -0.12, 1.15], [1.82, -1.98, 0.13], [-1.43, -0.96, 1.17], [-1.57, 1.60, 1.29], [0.10, 0.30, -0.62], [-0.42, 0.33, -0.48], [-0.12, -0.21, -0.29], [0.51, 0.13, -0.20], [0.33, -0.09, -0.05], [-0.28, 0.65, -0.43]]}

***

# 8
{"formula": "C7H18Cu2O9", "method": "ωB97M-V with the def2-TZVPD basis set", "e_homo_ev": -5.9, "e_lumo_ev": -0.4, "energy_ha": -4235.16108, "gap_ev": 5.5, "elements": ["Cu", "Cu", "C", "O", "O", "O", "C", "C", "O", "O", "H", "H", "H", "H", "H", "H", "C", "C", "O", "O", "H", "H", "H", "H", "H", "H", "C", "C", "O", "O", "H", "H", "H", "H", "H", "H"], "xyz": [[22.852, -10.134, 1.717], [22.828, -10.818, 3.905], [24.946, -10.213, 2.348], [26.124, -10.313, 2.798], [24.573, -9.257, 1.632], [24.117, -11.049, 2.715], [23.720, -11.608, -0.516], [24.607, -12.338, 0.523], [23.792, -12.820, 1.556], [23.413, -10.288, -0.120], [22.847, -12.195, -0.802], [24.267, -11.584, -1.459], [25.369, -11.632, 0.856], [24.942, -13.205, -0.046], [23.895, -12.108, 2.192], [24.183, -9.733, -0.265], [21.002, -10.927, 0.607], [21.018, -11.866, 1.782], [22.070, -11.652, 2.609], [21.014, -9.571, 1.004], [20.113, -11.061, -0.009], [21.823, -11.224, -0.046], [21.067, -12.857, 1.332], [20.070, -11.957, 2.312], [22.297, -12.492, 3.015], [20.144, -9.289, 1.296], [21.400, -8.758, 3.165], [21.095, -8.809, 4.657], [21.603, -9.989, 5.258], [22.856, -8.811, 2.873], [20.995, -7.837, 2.744], [20.892, -9.571, 2.647], [20.006, -8.801, 4.706], [21.517, -7.893, 5.070], [21.169, -10.180, 6.093], [23.278, -8.005, 3.179]], "atomic_forces_ev_per_a": [[-2.16, -0.03, -6.22], [1.01, 2.77, 8.44], [9.47, 3.97, 1.46], [-0.39, -0.15, -0.50], [3.05, 2.10, -1.64], [2.01, -2.17, 4.06], [2.21, -0.40, -0.82], [-2.00, -0.76, -1.64], [0.23, -4.26, -2.95], [-0.50, -0.64, -3.34], [-0.20, -0.02, 0.48], [0.30, 0.21, -0.21], [0.47, -0.60, -0.09], [0.88, 0.02, 0.19], [0.70, -0.30, 0.61], [0.34, 0.25, 0.47], [-1.58, -0.78, -0.81], [-3.16, -2.10, -1.78], [-5.55, -4.71, -1.38], [-0.60, 0.36, -3.22], [-0.38, -0.54, 0.12], [-0.92, 0.91, 0.45], [0.45, -0.26, -0.16], [-0.36, 0.71, 0.38], [0.27, -1.13, -0.31], [-0.49, -0.11, -0.56], [0.58, 0.78, 2.19], [-0.31, 1.00, -0.88], [0.06, 0.14, 0.03], [-4.51, 4.59, 4.79], [-0.08, 0.19, 0.17], [0.77, 0.43, 1.74], [-0.12, 0.16, 0.37], [-0.02, -0.15, 0.71], [0.11, 0.01, 0.02], [0.44, 0.52, -0.15]]}